1.
The following is a quantum chemistry calculation of 2 unconnected molecules or ions with the total composition C5H10O2, from the Open Molecules 2025 dataset.

Total energy in eV: -9439.7450
Orbital gap in eV: 9.1
SMILES string: C=C/C=C/CO.O
HOMO in eV: -8.49

```
! RIJCOSX wB97M-V def2-TZVPD def2/J DEFGRID3
* xyz 0 1
C -0.740 1.285 -1.306
C -1.660 2.268 -1.344
C -0.257 -1.989 0.635
O -0.345 -1.254 1.841
C -0.017 -0.871 -0.392
C -0.900 0.142 -0.480
H 0.140 1.252 -1.945
H -2.562 2.298 -0.719
H -1.571 3.183 -1.938
H 0.420 -2.825 0.717
H -1.229 -2.417 0.449
H 0.257 -1.489 2.558
H 0.531 -1.154 -1.303
H -1.711 0.224 0.231
H 3.225 -0.296 1.335
H 3.237 0.980 0.353
O 3.182 0.662 1.308
*
```



2.
The following is a quantum chemistry calculation of C2HCl3S in the gas phase, from the Open Molecules 2025 dataset.

Total energy in eV: -50490.7734
Orbital gap in eV: 8.8
SMILES string: Cl/C=C(\Cl)SCl
HOMO in eV: -9.29

```
! RIJCOSX wB97M-V def2-TZVPD def2/J DEFGRID3
* xyz 0 1
C 0.247 -0.774 0.051
C -0.656 -1.709 -0.111
S -2.663 -0.899 -0.351
Cl 1.909 -1.099 0.323
Cl -0.617 -3.386 0.133
Cl -2.603 0.887 0.539
H -0.069 0.302 -0.204
*
```



3.
The following is a quantum chemistry calculation of a molecular structure, C28H50BaO11P, from the Open Molecules 2025 dataset.

Total energy in eV: -62354.2199
Orbital gap in eV: 9.6
HOMO in eV: -11.80

```
! RIJCOSX wB97M-V def2-TZVPD def2/J DEFGRID3
* xyz 1 1
Ba -0.045 0.015 -0.152
C 0.653 -2.900 -2.448
C 1.545 -3.218 -1.281
O 1.976 -2.010 -0.673
C 2.973 -2.230 0.317
C 3.218 -0.945 1.066
O 1.981 -0.515 1.603
C 2.037 0.150 2.850
C 0.638 0.618 3.167
O -0.226 -0.490 2.975
C -1.601 -0.221 3.177
C -2.370 -1.380 2.589
O -2.006 -1.497 1.217
C -2.896 -2.231 0.384
C -3.570 -1.292 -0.594
O -2.599 -0.541 -1.316
C -2.374 -0.885 -2.675
C -1.587 -2.167 -2.843
O -0.447 -2.112 -1.994
H 0.292 -3.839 -2.877
H 1.199 -2.344 -3.216
H 2.412 -3.783 -1.643
H 1.013 -3.831 -0.544
H 3.904 -2.566 -0.153
H 2.630 -3.003 1.015
H 3.619 -0.170 0.402
H 3.947 -1.142 1.857
H 2.700 1.020 2.800
H 2.399 -0.540 3.620
H 0.350 1.441 2.498
H 0.593 0.985 4.198
H -1.891 0.709 2.675
H -1.830 -0.127 4.245
H -3.442 -1.183 2.691
H -2.128 -2.309 3.113
H -3.651 -2.759 0.973
H -2.300 -2.976 -0.149
H -4.186 -0.570 -0.053
H -4.217 -1.856 -1.272
H -1.798 -0.053 -3.085
H -3.321 -0.960 -3.219
H -1.282 -2.250 -3.891
H -2.182 -3.052 -2.590
C 4.969 1.716 -3.357
C 3.454 1.603 -3.348
C 3.022 0.172 -3.643
C 2.836 2.579 -4.339
O 3.076 1.926 -1.981
P 1.614 2.319 -1.475
O 0.559 1.513 -2.204
O 1.604 2.101 0.015
O 1.396 3.842 -1.863
C 2.036 4.982 -1.198
C 3.508 4.714 -0.923
C 1.278 5.274 0.086
C 1.877 6.121 -2.191
H 5.361 1.462 -4.342
H 5.404 1.038 -2.621
H 5.281 2.732 -3.113
H 3.390 -0.146 -4.620
H 1.934 0.102 -3.634
H 3.425 -0.502 -2.883
H 3.184 2.333 -5.344
H 3.135 3.603 -4.116
H 1.748 2.523 -4.328
H 3.638 3.890 -0.221
H 3.955 5.612 -0.494
H 4.039 4.475 -1.844
H 1.305 4.418 0.758
H 0.239 5.522 -0.140
H 1.724 6.133 0.591
H 2.408 5.902 -3.118
H 2.279 7.044 -1.771
H 0.823 6.275 -2.424
C -2.066 3.381 -1.220
C -1.929 3.166 0.257
O -1.648 2.058 0.703
C -2.127 4.309 1.185
C -2.580 5.544 0.726
C -2.729 6.605 1.607
C -2.418 6.435 2.948
C -1.962 5.207 3.412
C -1.820 4.148 2.535
H -1.904 2.441 -1.739
H -1.320 4.102 -1.559
H -3.054 3.777 -1.462
H -2.814 5.688 -0.320
H -3.084 7.561 1.247
H -2.530 7.264 3.635
H -1.715 5.081 4.458
H -1.458 3.189 2.880
*
```



Relative energy (zero: lowest compared OMol25 entry of this formula, charge and spin) values (in kcal per mole) by entry order: 76.05 20.99 4.96.